#a
A 2-piece molecular cluster, C6H12O3 overall, computed with ωB97M-V with the def2-TZVPD basis set.

- Net charge: 0
- 2S+1: 1
- SMILES string: C/C=C/OC.CC(=O)O
- Frontier orbital gap: 9.469 eV
- M: 132.2 g/mol

Each line ends with the Mulliken charge.
Atoms and positions in Å:
C (0.029, -2.302, 0.733)  -0.6771
C (0.605, -0.877, 0.892)  -0.3025
C (1.332, -0.129, 0.087)  0.0086
O (1.450, 1.185, 0.418)  -0.2638
C (2.365, 1.916, -0.319)  -0.9250
H (-1.013, -2.189, 0.347)  -0.0728
H (0.569, -2.794, -0.166)  0.2601
H (-0.006, -2.986, 1.614)  0.3297
H (0.181, -0.478, 1.855)  0.2524
H (1.887, -0.429, -0.828)  0.3434
H (2.162, 2.321, -1.224)  0.4073
H (3.385, 1.472, -0.464)  0.3537
H (2.722, 2.767, 0.367)  0.2781
C (-2.189, -0.428, -1.004)  -1.0861
C (-1.923, 0.550, 0.063)  0.8191
O (-2.320, 0.469, 1.216)  -0.6027
O (-1.334, 1.727, -0.301)  -0.4612
H (-3.099, -0.240, -1.459)  0.3763
H (-2.222, -1.391, -0.531)  0.3463
H (-1.359, -0.497, -1.785)  0.2742
H (-1.221, 2.333, 0.489)  0.3418

#b
A 2-piece molecular cluster, C6H12O3 overall, computed with ωB97M-V with the def2-TZVPD basis set.

- Net charge: 0
- 2S+1: 1
- SMILES string: C[C@@]1(O)O[C@@H]1O.C=CC
- Frontier orbital gap: 10.646 eV
- M: 132.2 g/mol

Each line ends with the Mulliken charge.
Atoms and positions in Å:
C (1.790, -2.348, 1.019)  -1.3097
C (1.192, -1.137, 0.355)  0.8656
O (0.819, -1.371, -0.946)  -0.5686
O (0.318, -0.345, 1.129)  -0.4505
C (1.568, 0.242, 0.717)  -0.0753
O (1.525, 1.204, -0.248)  -0.5824
H (2.690, -2.642, 0.485)  0.3143
H (2.029, -2.123, 2.055)  0.3447
H (1.074, -3.167, 0.984)  0.3066
H (0.790, -0.522, -1.416)  0.3820
H (2.260, 0.445, 1.531)  0.3817
H (0.592, 1.591, -0.314)  0.3319
C (-1.148, 2.289, -0.884)  -1.1613
C (-1.815, 1.414, -0.133)  0.4060
C (-2.353, 0.116, -0.620)  -0.9701
H (-0.860, 3.258, -0.505)  0.3965
H (-1.046, 2.146, -1.949)  0.2959
H (-1.944, 1.599, 0.926)  0.2713
H (-2.186, -0.011, -1.687)  0.2707
H (-3.422, 0.060, -0.416)  0.3659
H (-1.872, -0.701, -0.083)  0.1848

Computed stability ranking, most favorable first: #b, #a

#a
A 2-piece molecular cluster, C5H14O2 overall, computed with ωB97M-V with the def2-TZVPD basis set.

- Net charge: 0
- 2S+1: 1
- SMILES string: CCCCCO.O
- Frontier orbital gap: 11.270 eV
- M: 106.2 g/mol

Each line ends with the Mulliken charge.
Atoms and positions in Å:
C (2.754, -0.924, 0.733)  -1.1742
C (2.037, 0.273, 0.058)  -0.4188
C (0.778, 0.809, 0.722)  -0.6181
C (-0.366, -0.179, 0.664)  -0.4989
C (-1.090, -0.435, -0.692)  -0.4793
O (-1.062, 0.729, -1.489)  -0.5287
H (2.318, -1.916, 0.586)  0.2954
H (2.436, -0.855, 1.789)  0.2952
H (3.810, -0.954, 0.511)  0.3518
H (1.821, 0.006, -0.985)  0.2576
H (2.815, 1.038, -0.031)  0.3539
H (0.499, 1.659, 0.095)  0.2791
H (1.020, 1.142, 1.730)  0.3731
H (-1.110, 0.033, 1.442)  0.3147
H (-0.078, -1.197, 0.981)  0.3055
H (-2.098, -0.780, -0.465)  0.2904
H (-0.454, -1.182, -1.175)  0.3097
H (-0.653, 0.642, -2.336)  0.2970
O (-4.512, 0.829, -1.042)  -0.6364
H (-3.704, 0.415, -0.747)  0.3318
H (-5.161, 0.845, -0.349)  0.2989

#b
C5H14O2 as an isolated structure, computed with ωB97M-V with the def2-TZVPD basis set.

- Net charge: 0
- 2S+1: 1
- Frontier orbital gap: 8.870 eV
- M: 106.2 g/mol

Each line ends with the Mulliken charge.
Atoms and positions in Å:
C (1.155, 0.187, 0.005)  0.7554
C (1.897, -0.768, -0.896)  -1.3086
C (1.819, 1.521, 0.240)  -1.3212
C (0.283, -0.324, 0.969)  -1.0685
H (-0.898, 0.651, -1.222)  0.0666
H (1.211, 2.168, 0.871)  0.3686
H (0.269, -1.396, 1.136)  0.3475
H (2.852, -1.054, -0.444)  0.3499
H (1.327, -1.684, -1.055)  0.3709
H (2.111, -0.306, -1.862)  0.3469
H (2.018, 2.030, -0.705)  0.3373
H (2.777, 1.386, 0.753)  0.3431
H (-0.979, -0.112, 0.313)  -0.2662
H (0.195, 0.207, 1.913)  0.4425
C (-2.279, -0.174, -0.144)  0.1218
O (-2.917, 0.200, 1.055)  -0.5328
O (-2.301, -1.565, -0.355)  -0.4662
H (-2.386, -0.125, 1.794)  0.3335
H (-3.211, -1.883, -0.283)  0.3004
H (-2.894, 0.322, -0.901)  0.3752
H (-0.049, 0.719, -1.184)  0.1038

Computed stability ranking, most favorable first: #a, #b

#a
A 3-piece molecular cluster, C5H14O2 overall, computed with ωB97M-V with the def2-TZVPD basis set.

- Net charge: 0
- 2S+1: 1
- SMILES string: C/C=C/CC.O.O
- Frontier orbital gap: 9.309 eV
- M: 106.2 g/mol

Each line ends with the Mulliken charge.
Atoms and positions in Å:
C (-0.860, -3.419, 0.774)  -0.9210
C (-0.369, -2.039, 0.960)  0.0047
C (0.140, -1.559, -0.195)  -0.2214
C (1.212, -0.490, -0.329)  -0.8835
C (2.618, -1.287, -0.802)  -0.9130
H (-1.314, -4.017, 1.644)  0.3096
H (0.061, -4.078, 0.409)  0.1990
H (-1.756, -3.272, 0.070)  0.2305
H (-0.103, -1.625, 2.025)  0.2580
H (-0.188, -1.864, -1.217)  0.2900
H (1.007, 0.060, -1.215)  0.2988
H (1.193, 0.163, 0.480)  0.4589
H (2.391, -1.869, -1.726)  0.3179
H (2.856, -1.879, 0.113)  0.2715
H (3.478, -0.528, -0.874)  0.3017
O (-0.954, 6.227, -0.262)  -0.6334
H (-1.029, 6.123, -1.270)  0.3221
H (-1.387, 5.476, 0.000)  0.3350
O (-2.177, 3.479, 0.187)  -0.6994
H (-1.765, 2.650, 0.566)  0.3283
H (-3.052, 3.749, 0.662)  0.3455

#b
A 2-piece molecular cluster, C5H14O2 overall, computed with ωB97M-V with the def2-TZVPD basis set.

- Net charge: 0
- 2S+1: 1
- SMILES string: CC(C)(C)O.CO
- Frontier orbital gap: 9.582 eV
- M: 106.2 g/mol

Each line ends with the Mulliken charge.
Atoms and positions in Å:
C (2.161, 0.102, 0.755)  -1.6116
C (1.000, -0.221, -0.157)  1.7944
C (1.248, -1.400, -1.071)  -1.6904
C (0.372, 0.946, -0.798)  -1.4691
O (-0.126, -0.836, 1.017)  -0.6941
H (2.472, -0.781, 1.308)  0.3670
H (1.880, 0.877, 1.465)  0.3660
H (2.999, 0.464, 0.158)  0.3984
H (1.530, -2.284, -0.502)  0.4099
H (0.363, -1.622, -1.666)  0.4288
H (2.058, -1.154, -1.761)  0.3893
H (-0.251, 0.702, -1.656)  0.3353
H (1.083, 1.725, -1.060)  0.3440
H (-0.440, 1.354, -0.043)  0.4541
H (-0.620, -1.561, 0.618)  0.3403
C (-2.963, 0.701, 0.421)  -0.6510
O (-1.740, 1.046, 1.021)  -0.6945
H (-2.823, 0.119, -0.505)  0.2384
H (-3.574, 0.089, 1.093)  0.2793
H (-3.523, 1.606, 0.171)  0.2425
H (-1.107, 0.126, 1.191)  0.4228

Computed stability ranking, most favorable first: #b, #a

#a
C18H17AsCl3NO2PdS as an isolated structure, computed with ωB97M-V with the def2-TZVPD basis set.

- Net charge: 0
- 2S+1: 1
- Frontier orbital gap (spin up / spin down): 6.269 / 6.268 eV
- M: 599.1 g/mol

Each line ends with the Mulliken charge.
Atoms and positions in Å:
Pd (1.446, 0.609, -0.852)  -0.6537
O (1.698, 0.427, 2.086)  -0.6799
C (2.246, 1.243, 1.349)  0.7653
O (3.184, 0.976, 0.479)  -0.7089
C (1.829, 2.700, 1.469)  0.3030
C (1.913, 3.302, 2.719)  -0.5212
C (1.584, 4.634, 2.894)  -0.5720
C (1.131, 5.375, 1.812)  -0.5169
C (0.996, 4.772, 0.572)  -0.6597
C (1.354, 3.440, 0.382)  0.8605
S (1.154, 2.771, -1.248)  -0.2268
H (2.239, 2.704, 3.559)  0.4122
H (1.665, 5.091, 3.871)  0.3788
H (0.861, 6.415, 1.938)  0.3679
H (0.609, 5.337, -0.267)  0.3835
Cl (5.686, 1.096, -1.899)  -0.0726
C (5.420, -0.629, -1.830)  0.7759
Cl (5.935, -1.298, -0.289)  -0.0810
Cl (6.224, -1.457, -3.185)  -0.1173
C (3.974, -0.896, -1.984)  0.1140
N (2.847, -1.080, -2.092)  -0.5255
C (-2.075, 0.174, -2.189)  -1.2695
As (-0.781, -0.267, -0.834)  1.2580
C (-1.752, 0.122, 0.774)  -1.2327
C (-0.665, -2.207, -0.987)  -1.2312
C (-1.899, -2.902, -0.498)  0.2898
C (-2.042, -3.232, 0.848)  -0.2393
C (-3.198, -3.845, 1.302)  -0.6399
C (-4.228, -4.138, 0.419)  -0.4392
C (-4.092, -3.819, -0.924)  -0.6497
C (-2.933, -3.206, -1.378)  -0.2572
H (-2.997, -0.382, -2.028)  0.4117
H (-1.664, -0.055, -3.171)  0.3664
H (-2.273, 1.244, -2.127)  0.3832
H (-2.704, -0.407, 0.745)  0.4314
H (-1.906, 1.202, 0.792)  0.3911
H (-1.158, -0.159, 1.643)  0.3628
H (0.225, -2.523, -0.439)  0.5525
H (-0.481, -2.390, -2.048)  0.4958
H (-1.241, -3.006, 1.541)  0.4091
H (-3.292, -4.098, 2.349)  0.3945
H (-5.129, -4.617, 0.775)  0.3877
H (-4.884, -4.053, -1.622)  0.3800
H (-2.824, -2.969, -2.430)  0.4190

#b
C18H17AsCl3NO2PdS as an isolated structure, computed with ωB97M-V with the def2-TZVPD basis set.

- Net charge: 0
- 2S+1: 1
- Frontier orbital gap (spin up / spin down): 5.602 / 5.651 eV
- M: 599.1 g/mol

Each line ends with the Mulliken charge.
Atoms and positions in Å:
Pd (0.072, -0.156, -0.877)  -0.3414
O (0.176, 0.220, 2.099)  -0.6793
C (0.517, 1.116, 1.311)  0.2561
O (1.459, 1.059, 0.475)  -0.7115
C (-0.289, 2.405, 1.323)  0.2569
C (-0.183, 3.293, 2.382)  -0.4017
C (-0.953, 4.442, 2.421)  -0.5983
C (-1.838, 4.716, 1.388)  -0.5241
C (-1.944, 3.852, 0.320)  -0.7342
C (-1.169, 2.691, 0.268)  0.9584
S (-1.408, 1.662, -1.121)  -0.2613
H (0.499, 3.058, 3.186)  0.4368
H (-0.858, 5.115, 3.259)  0.3867
H (-2.449, 5.605, 1.405)  0.3778
H (-2.625, 4.059, -0.490)  0.4024
Cl (2.122, 1.032, -2.425)  0.0105
C (1.929, -0.657, -3.005)  0.4554
Cl (3.029, -1.049, -4.315)  -0.0892
Cl (0.199, -0.756, -3.556)  -0.0315
C (1.993, -1.531, -1.853)  0.0262
N (1.521, -1.929, -0.864)  -0.4008
C (-0.083, -2.853, 1.801)  -1.2074
As (-1.070, -1.615, 0.669)  1.4334
C (-2.105, -2.899, -0.406)  -1.2332
C (-2.491, -0.881, 1.863)  -1.2935
C (-3.541, -1.878, 2.205)  0.2488
C (-4.699, -1.970, 1.441)  -0.1649
C (-5.671, -2.909, 1.733)  -0.6616
C (-5.503, -3.773, 2.802)  -0.4218
C (-4.364, -3.678, 3.583)  -0.7198
C (-3.387, -2.743, 3.286)  -0.1930
H (-0.776, -3.570, 2.252)  0.4234
H (0.422, -2.276, 2.577)  0.3437
H (0.657, -3.383, 1.198)  0.3910
H (-2.652, -3.599, 0.228)  0.4079
H (-1.425, -3.460, -1.051)  0.3979
H (-2.813, -2.360, -1.038)  0.3246
H (-2.922, -0.019, 1.344)  0.5748
H (-1.966, -0.528, 2.753)  0.5063
H (-4.833, -1.288, 0.613)  0.4026
H (-6.561, -2.970, 1.124)  0.3945
H (-6.253, -4.523, 3.012)  0.3917
H (-4.234, -4.337, 4.429)  0.3854
H (-2.501, -2.660, 3.900)  0.4752

Computed stability ranking, most favorable first: #a, #b

#a
C6H7P in the gas phase, computed with ωB97M-V with the def2-TZVPD basis set.

- Net charge: 0
- 2S+1: 1
- Frontier orbital gap (spin up / spin down): 8.188 / 7.105 eV
- M: 110.1 g/mol

Each line ends with the Mulliken charge.
Atoms and positions in Å:
C (1.882, 1.063, -0.127)  -0.3936
C (0.685, 1.557, -0.087)  -0.2173
C (0.344, -0.956, 0.211)  -0.5655
C (0.892, 0.285, 0.790)  -0.3556
C (-1.584, 0.487, -1.072)  -0.4654
C (-1.084, -0.716, -0.351)  -0.1321
P (-2.361, 0.389, 0.480)  -0.1213
H (2.772, 0.753, -0.596)  0.3954
H (1.020, -1.306, -0.587)  0.3484
H (0.254, -1.771, 0.976)  0.2494
H (1.131, 0.326, 1.892)  0.3584
H (-1.357, 1.178, -1.990)  0.3949
H (-1.439, -1.606, -0.898)  0.4122
H (-1.154, 0.316, 1.359)  0.0919

#b
C6H7P in the gas phase, computed with ωB97M-V with the def2-TZVPD basis set.

- Net charge: 0
- 2S+1: 1
- Frontier orbital gap (spin up / spin down): 7.196 / 6.535 eV
- M: 110.1 g/mol

Each line ends with the Mulliken charge.
Atoms and positions in Å:
C (-0.063, -1.436, 0.046)  -0.5277
C (1.078, -0.560, 0.100)  1.3342
C (-2.179, 0.355, -0.070)  -0.0732
C (2.290, -1.092, -0.331)  -1.1138
C (-2.608, 1.565, -0.228)  -0.2631
C (1.043, 0.743, 0.577)  -0.9868
P (-1.792, -1.262, 0.096)  -0.2448
H (0.197, -2.482, -0.080)  0.2449
H (3.173, -0.481, -0.329)  0.2964
H (2.379, -2.098, -0.700)  0.2895
H (-2.851, 1.970, -1.200)  0.2382
H (-2.728, 2.253, 0.597)  0.2674
H (0.145, 1.164, 0.990)  0.2610
H (1.918, 1.361, 0.532)  0.2777

Computed stability ranking, most favorable first: #b, #a